No. 1
{"formula": "C39H33LuN8O3S", "method": "ωB97M-V/def2-TZVPD", "species": ["Lu", "C", "O", "C", "C", "C", "C", "C", "C", "N", "N", "C", "C", "O", "C", "C", "C", "C", "C", "C", "C", "C", "H", "H", "H", "H", "H", "H", "H", "H", "H", "H", "H", "H", "H", "S", "N", "C", "C", "C", "C", "C", "N", "C", "C", "N", "C", "C", "C", "C", "C", "N", "H", "H", "H", "H", "H", "H", "C", "C", "N", "C", "C", "C", "O", "C", "C", "C", "C", "N", "C", "H", "H", "H", "H", "H", "H", "H", "H", "H", "H", "H", "H", "H", "H"], "xyz": [[0.57790, 0.65043, -0.89554], [1.92105, 3.25283, -2.48579], [0.60149, 2.75461, -2.04466], [-0.30817, 3.59624, -1.40284], [-0.69623, 4.76811, -2.01701], [-1.82131, 5.52846, -1.53239], [-2.46607, 5.08450, -0.35620], [-2.01873, 3.93685, 0.30808], [-0.98014, 3.16247, -0.21626], [-0.64822, 1.93259, 0.37179], [-1.09778, 1.80981, 1.61306], [-0.96390, 0.70503, 2.32649], [-0.26225, -0.53320, 1.91685], [0.21271, -0.67031, 0.68930], [0.00203, -1.47130, 2.91017], [-0.36732, -1.28324, 4.23838], [-1.10700, -0.13178, 4.62523], [-1.39091, 0.04634, 5.99499], [-1.94932, 1.23645, 6.49194], [-2.24543, 2.21782, 5.51692], [-2.02549, 2.05585, 4.16364], [-1.46106, 0.86878, 3.66423], [2.39346, 3.86567, -1.72422], [1.82739, 3.79018, -3.43267], [2.47213, 2.32323, -2.61864], [-0.10096, 4.99529, -2.87147], [-2.13482, 6.43852, -2.07107], [-3.35116, 5.58151, 0.09466], [-2.52393, 3.50131, 1.16316], [0.60055, -2.35508, 2.67317], [-0.06505, -2.01553, 4.99756], [-1.13573, -0.78974, 6.62497], [-2.10448, 1.34251, 7.54756], [-2.70276, 3.15792, 5.82153], [-2.20936, 2.84886, 3.41770], [8.35063, 0.71147, -0.69646], [7.30918, 1.23728, 0.38993], [6.06819, 0.94759, -0.15032], [4.83304, 1.32371, 0.45891], [4.77336, 1.91422, 1.72645], [3.52049, 2.33321, 2.19687], [2.39442, 2.19267, 1.40446], [2.39365, 1.52818, 0.20578], [3.62451, 1.11899, -0.28936], [3.68747, 0.42711, -1.54858], [2.45656, 0.10067, -2.18731], [2.49948, -0.69260, -3.30407], [3.69328, -1.02602, -3.96981], [4.94233, -0.64203, -3.37395], [4.92036, 0.01507, -2.16347], [6.13965, 0.27777, -1.45767], [7.38944, 0.08114, -1.84342], [5.65152, 2.02490, 2.34898], [3.42922, 2.84246, 3.17101], [1.44505, 2.61641, 1.74940], [1.50975, -1.06275, -3.67991], [3.72386, -1.62918, -4.89989], [5.89892, -0.81564, -3.86048], [-2.74152, -6.24852, -0.61253], [-3.85413, -5.25239, -0.46051], [-3.42640, -3.86590, -0.68878], [-3.90056, -2.89384, 0.27852], [-3.31532, -3.09488, 1.68795], [-2.90600, -3.71446, -1.99083], [-2.99536, -4.60276, -2.83364], [-2.23954, -2.51467, -2.45718], [-2.07572, -2.38028, -3.88016], [-1.49212, -1.24162, -4.42734], [-0.91225, -0.33029, -3.58166], [-1.04748, -0.38473, -2.22330], [-1.70939, -1.49211, -1.71849], [-3.06241, -7.24570, -0.25538], [-1.87733, -5.94643, 0.01369], [-2.44947, -6.33350, -1.68400], [-4.33700, -5.27210, 0.55432], [-4.63570, -5.45334, -1.20084], [-5.03113, -3.01237, 0.29249], [-3.66654, -1.87534, -0.13483], [-4.05095, -3.60262, 2.32267], [-3.08368, -2.14512, 2.13773], [-2.40806, -3.71834, 1.74890], [-2.51465, -3.19979, -4.50750], [-1.42474, -1.13888, -5.51694], [-0.31728, 0.48554, -3.95405], [-1.65074, -1.55216, -0.63803]], "forces_ev_per_angstrom": [[-0.567, -0.646, -0.275], [-0.707, -0.364, -0.024], [0.715, -0.680, 0.583], [-1.432, 0.451, 0.934], [-1.359, 0.316, 1.055], [1.078, -0.709, 0.176], [-0.024, 0.133, 0.001], [0.078, -0.015, -1.032], [0.117, 0.949, -0.605], [-0.517, -0.222, 1.860], [0.522, 0.076, -2.226], [0.513, -0.757, -0.834], [0.026, 1.563, -0.532], [-0.573, 0.249, 1.045], [0.417, -1.131, 1.109], [-0.175, 0.283, -1.208], [-0.268, 0.177, 0.079], [-0.516, 1.073, 0.344], [0.767, -1.430, -1.937], [-0.491, 0.402, 0.456], [0.120, -0.105, -0.756], [0.907, -0.633, 1.811], [-0.173, 0.111, 0.135], [-0.058, -0.081, 0.211], [0.150, 0.489, -0.263], [-0.151, 0.721, -0.711], [0.166, -0.660, 0.417], [0.797, -0.102, -0.701], [-0.072, 0.468, -0.103], [-0.261, 0.320, -0.186], [-0.169, 0.326, -0.351], [0.013, 0.053, 0.425], [-0.209, 0.300, 0.182], [0.180, -0.159, 0.108], [-0.105, -0.376, 0.884], [0.313, -0.537, -0.464], [-2.402, -0.730, -1.469], [2.092, -0.327, -0.657], [-1.059, 0.093, -0.438], [-1.481, 0.086, 0.302], [1.081, 0.381, 0.232], [-0.402, -0.808, -1.157], [2.102, 0.699, 0.913], [0.064, 0.704, 1.901], [-1.130, -1.572, -2.579], [2.479, -1.022, -0.007], [-0.051, 0.532, 0.382], [1.540, 0.072, 0.654], [-2.389, -0.490, -1.562], [-0.908, 0.438, 1.178], [0.315, 1.740, 2.685], [0.199, 0.310, 0.242], [0.102, 0.015, -0.207], [0.055, -0.383, -0.640], [0.244, -0.401, -0.282], [1.122, 0.517, 0.319], [-0.340, 0.565, 0.775], [-0.206, -0.246, 0.095], [0.706, -0.821, 0.080], [-1.240, 0.291, 0.645], [1.412, -0.686, -2.144], [-0.489, 0.809, -0.811], [-0.264, -0.666, 0.097], [-1.706, -1.349, 1.493], [-0.058, 0.189, 0.664], [0.968, 2.156, -2.294], [-1.242, -0.524, 0.493], [0.064, -1.060, -0.531], [-0.519, 0.410, 1.449], [-0.095, -1.857, -1.204], [1.112, 1.224, 0.645], [0.090, 0.496, -0.213], [-0.308, -0.185, -0.421], [-0.061, -0.052, 1.062], [0.564, -0.123, -0.909], [-0.074, -0.198, 0.177], [1.236, 0.425, 0.150], [-0.428, -0.885, 0.561], [0.148, 0.211, -0.029], [0.020, 0.444, 0.279], [-0.251, 0.282, -0.485], [0.605, 0.967, 0.621], [0.077, 0.033, 0.548], [-0.056, 0.400, -0.193], [-0.293, 0.041, -0.018]], "e_above_lowest_kj_mol": 0.0, "energy_ha": -3803.0884, "charge": 2, "lumo_ev": [-6.713, -6.713]}


No. 2
{"formula": "C23H19F4N2", "method": "ωB97M-V/def2-TZVPD", "species": ["C", "N", "C", "C", "N", "C", "C", "C", "C", "C", "C", "C", "H", "H", "H", "H", "H", "H", "H", "H", "H", "H", "H", "H", "F", "C", "C", "C", "F", "C", "C", "C", "C", "C", "C", "F", "C", "C", "F", "C", "C", "H", "H", "H", "H", "H", "H", "H"], "xyz": [[-1.73855, 2.22201, -0.91497], [-1.96293, 1.29992, 0.16320], [-1.59753, -0.02900, 0.09841], [-0.82303, -0.66772, -0.84401], [-1.95768, -0.56797, 1.31522], [-1.72544, -1.94700, 1.63607], [-2.48684, 0.40732, 2.14755], [-2.49228, 1.60003, 1.41431], [-2.96436, 2.79375, 1.96218], [-3.44956, 2.74707, 3.28059], [-3.43974, 1.54279, 4.02182], [-2.94787, 0.35062, 3.46452], [-2.17068, 3.19016, -0.64753], [-0.66403, 2.33029, -1.10389], [-2.20868, 1.84700, -1.83077], [-0.69129, -1.73340, -0.72607], [-0.56771, -0.11385, -1.73940], [-2.09936, -2.14815, 2.64333], [-2.23884, -2.59408, 0.91540], [-0.65393, -2.17049, 1.58341], [-2.95156, 3.70441, 1.35899], [-3.84759, 3.64839, 3.74895], [-3.82839, 1.55047, 5.04128], [-2.91894, -0.59892, 4.00423], [2.32830, -1.74917, -5.37922], [2.21847, -2.29995, -4.12086], [2.23792, -3.68802, -4.01389], [2.15754, -4.20038, -2.71801], [2.15019, -5.56952, -2.56736], [2.10259, -3.40261, -1.59348], [2.04587, -1.97650, -1.71811], [1.83978, -1.22529, -0.51645], [2.14549, 0.13511, -0.21435], [2.10118, 0.51480, 1.16571], [2.15960, 1.84330, 1.52498], [2.03249, 2.17902, 2.85356], [2.34119, 2.87491, 0.60425], [2.42030, 2.48792, -0.73074], [2.49889, 3.48325, -1.68428], [2.42021, 1.16782, -1.15577], [2.11802, -1.43950, -3.03557], [2.30831, -4.32940, -4.88476], [2.09254, -3.84556, -0.59724], [1.60936, -1.84165, 0.36299], [2.00670, -0.26486, 1.92353], [2.41218, 3.91486, 0.90487], [2.62165, 0.93794, -2.19639], [2.05804, -0.37015, -3.20625]], "forces_ev_per_angstrom": [[0.106, 0.257, -0.379], [0.226, -0.673, -0.107], [-0.014, 0.950, 1.878], [0.440, -0.167, -0.155], [0.081, 0.117, -0.518], [-0.009, -0.402, 0.107], [-0.140, 0.186, 0.174], [-0.079, -0.063, 0.162], [-0.128, -0.172, 0.220], [0.219, -0.349, -0.371], [0.204, -0.159, -0.469], [-0.111, 0.296, -0.097], [0.150, -0.221, -0.183], [-0.147, 0.154, 0.072], [-0.005, 0.170, 0.152], [-0.207, 0.066, -0.574], [-0.024, -0.474, -0.061], [0.138, -0.045, -0.271], [0.010, 0.070, 0.213], [-0.097, -0.005, 0.170], [-0.114, -0.198, 0.419], [0.175, -0.259, -0.206], [0.167, -0.063, -0.330], [-0.128, 0.468, 0.008], [-0.233, -0.634, 1.513], [0.296, 0.550, -0.892], [-0.109, 0.327, 0.567], [0.199, -1.126, -0.157], [0.060, 1.665, -0.114], [-0.325, 0.676, 0.312], [-0.161, -1.034, -1.254], [-0.340, -0.041, 0.290], [0.434, 1.688, 0.767], [-0.309, -0.544, -0.545], [0.146, 0.489, 1.006], [0.241, -0.422, -1.476], [-0.317, -0.452, -0.089], [0.248, 0.619, -0.817], [0.128, -1.214, 1.117], [-0.221, -0.312, 0.193], [-0.097, -0.163, 0.383], [-0.020, 0.072, 0.109], [-0.082, -0.049, -0.346], [0.260, 0.269, -0.349], [-0.159, 0.370, -0.103], [-0.092, -0.157, -0.040], [-0.199, 0.375, 0.290], [-0.061, -0.437, -0.222]], "e_above_lowest_kj_mol": 30.5, "energy_ha": -1396.5239, "charge": 1, "lumo_ev": -5.891}


No. 3
{"formula": "C5H17N2O", "method": "ωB97M-V/def2-TZVPD", "species": ["N", "C", "C", "N", "C", "C", "C", "H", "H", "H", "H", "H", "H", "H", "H", "H", "H", "H", "H", "H", "H", "H", "H", "H", "O"], "xyz": [[-0.72890, 0.31302, -2.02171], [-1.60334, 1.00045, -0.95864], [-1.29432, 0.36364, 0.41867], [0.17005, 0.66774, 0.64377], [0.91564, -0.67928, 0.77151], [2.39989, -0.30291, 0.72581], [0.25875, 1.49094, 1.87219], [-0.48986, 0.96841, -2.76245], [0.12148, -0.12443, -1.66918], [-1.26576, -0.46599, -2.41182], [-1.34399, 2.06307, -1.01231], [-2.62520, 0.82425, -1.29888], [-1.52369, -0.69481, 0.38469], [-1.99902, 0.84432, 1.10255], [0.38426, -1.19845, -0.01807], [0.69934, -1.15187, 1.73235], [3.02697, -1.14742, 0.42468], [2.63090, 0.69616, 0.36444], [2.68289, -0.13624, 1.77938], [0.38247, 2.55348, 1.61066], [1.18556, 1.18807, 2.37851], [-0.54933, 1.29132, 2.57862], [-0.89095, -3.01083, -0.97402], [0.20028, -2.79835, -1.85811], [-0.74414, -2.55426, -1.80265]], "forces_ev_per_angstrom": [[-0.828, -0.013, -0.137], [0.372, -0.710, -0.066], [0.678, 1.609, -1.641], [-1.873, -1.601, 1.202], [-0.649, 3.076, 0.144], [0.115, -0.872, 1.609], [1.473, -0.218, -0.119], [0.073, -0.080, -0.077], [0.135, 0.457, 0.409], [0.165, -0.038, -0.136], [-0.148, -0.311, 0.313], [0.014, 0.217, 0.109], [0.030, -0.265, 0.095], [0.378, -0.109, 0.271], [1.024, -0.863, -0.265], [-0.225, -0.230, -0.082], [0.109, 0.521, -0.438], [-0.140, -0.371, -1.140], [-0.001, -0.414, -0.157], [-0.427, -0.334, 0.259], [-0.221, 0.371, 0.024], [-0.057, 0.264, -0.111], [-0.993, -0.198, 0.463], [-0.289, 0.277, -0.788], [1.285, -0.166, 0.258]], "e_above_lowest_kj_mol": 182.5, "energy_ha": -385.1712, "charge": 1, "lumo_ev": -3.087}


No. 4
{"formula": "C24H23AlCl2NO5S", "method": "ωB97M-V/def2-TZVPD", "species": ["Al", "Cl", "C", "C", "C", "C", "C", "Cl", "C", "S", "H", "H", "H", "C", "C", "C", "O", "C", "O", "O", "H", "H", "H", "H", "H", "H", "H", "C", "O", "C", "C", "C", "C", "C", "C", "N", "C", "C", "C", "C", "C", "C", "C", "O", "H", "H", "H", "H", "H", "H", "H", "H", "H", "H", "H", "H", "H"], "xyz": [[0.23507, -1.54193, -0.78256], [0.40978, -2.69386, 1.37857], [2.00133, -2.16357, 1.85788], [2.32495, -2.23435, 3.20206], [3.59385, -1.86124, 3.60788], [4.51636, -1.42878, 2.66815], [4.16427, -1.34645, 1.33028], [5.33382, -0.75884, 0.20816], [2.88246, -1.70398, 0.87653], [2.46914, -1.54689, -0.82604], [1.59793, -2.60374, 3.91705], [3.86695, -1.91992, 4.65418], [5.52116, -1.15589, 2.96422], [0.28749, -3.19348, -4.10095], [-0.66049, -2.20113, -3.44692], [-1.56510, -1.50748, -4.44208], [0.12420, -1.19871, -2.69535], [-1.47983, -2.91845, -2.35744], [-2.44035, -3.57644, -2.63759], [-0.98786, -2.75068, -1.13424], [0.86015, -2.70698, -4.89523], [-0.28917, -4.00753, -4.53800], [0.98445, -3.60788, -3.36900], [-0.98481, -1.06983, -5.25858], [-2.15240, -0.72459, -3.95793], [-2.25281, -2.24401, -4.85310], [0.73177, -0.71750, -3.26975], [-2.12886, 4.10098, 0.79952], [-1.27355, 3.09143, 1.33048], [-0.03447, 2.96762, 0.82074], [0.48706, 3.79280, -0.17102], [1.79694, 3.64035, -0.60051], [2.61133, 2.66299, -0.04764], [2.09944, 1.84251, 0.93837], [0.78601, 1.97241, 1.36162], [0.35534, 1.14322, 2.44688], [-0.78984, 0.56405, 2.67060], [-1.87112, 0.38283, 1.75830], [-3.18115, 0.42509, 2.27496], [-4.26924, 0.37374, 1.44235], [-4.06684, 0.25133, 0.06316], [-2.79568, 0.13912, -0.46128], [-1.67476, 0.15906, 0.37339], [-0.46896, -0.09017, -0.11332], [-3.07581, 3.98813, 1.31733], [-2.28319, 3.95912, -0.27092], [-1.72731, 5.09783, 0.98970], [-0.12732, 4.57644, -0.59256], [2.18616, 4.30878, -1.35805], [3.63581, 2.53922, -0.37511], [2.71888, 1.07176, 1.38285], [1.05919, 1.02933, 3.16611], [-0.91429, 0.20147, 3.68693], [-3.31699, 0.55434, 3.34465], [-5.27146, 0.42804, 1.84661], [-4.92236, 0.21381, -0.60096], [-2.63523, -0.00348, -1.52340]], "forces_ev_per_angstrom": [[0.134, 0.302, -0.472], [-0.108, -0.177, 0.281], [0.231, 0.133, 0.052], [-0.171, -0.099, 0.057], [0.063, 0.020, 0.038], [0.061, 0.001, 0.011], [-0.201, -0.013, 0.058], [0.046, 0.020, -0.044], [0.037, 0.095, -0.005], [-0.101, -0.119, 0.090], [0.053, 0.023, -0.085], [0.000, -0.013, -0.075], [-0.057, 0.020, -0.020], [0.112, 0.079, 0.061], [-0.119, -0.132, -0.076], [0.038, 0.118, 0.041], [-0.093, -0.021, -0.145], [0.185, 0.103, 0.273], [0.103, 0.036, 0.040], [-0.272, -0.236, -0.233], [-0.033, -0.031, 0.029], [-0.001, 0.023, -0.003], [-0.056, -0.014, -0.029], [-0.035, -0.018, 0.055], [0.029, -0.047, -0.034], [0.018, 0.007, -0.017], [0.048, -0.007, 0.052], [-0.014, 0.021, 0.023], [-0.120, -0.033, 0.066], [-0.025, 0.091, 0.016], [-0.001, 0.056, -0.063], [-0.034, -0.025, 0.039], [0.089, 0.015, -0.058], [0.023, -0.166, 0.051], [0.144, -0.104, -0.034], [0.099, 0.053, -0.136], [-0.133, -0.044, -0.145], [0.110, -0.006, -0.111], [0.046, 0.080, 0.146], [-0.095, 0.027, 0.015], [0.032, -0.006, -0.012], [-0.049, -0.068, 0.009], [-0.098, -0.127, -0.059], [0.098, 0.315, 0.246], [-0.003, -0.018, 0.021], [0.009, -0.023, -0.014], [0.026, -0.023, -0.004], [0.049, -0.045, 0.010], [-0.025, -0.041, 0.002], [-0.066, 0.014, 0.028], [0.021, -0.013, 0.005], [-0.058, 0.093, 0.100], [0.012, -0.026, -0.002], [-0.001, -0.045, -0.076], [0.052, 0.000, -0.027], [0.046, -0.001, 0.022], [-0.042, -0.006, 0.042]], "e_above_lowest_kj_mol": 1.3, "energy_ha": -2920.3156, "charge": 1, "lumo_ev": -3.874}